{
  "formula": "H14O7",
  "method": "ωB97M-V/def2-TZVPD",
  "max_force_ev_per_a": 2.92,
  "smiles": "O.O.O.O.O.O.O",
  "relative_energy_kj_mol": 203.1,
  "spin_multiplicity": 1,
  "e_tot_ev": -14559.357,
  "symbols": ["O", "O", "O", "O", "O", "O", "O", "H", "H", "H", "H", "H", "H", "H", "H", "H", "H", "H", "H", "H", "H"],
  "coordinates": [[10.534, 14.558, -27.420], [6.983, 12.388, -28.888], [5.592, 13.797, -26.377], [4.643, 14.437, -28.761], [7.679, 14.784, -27.640], [10.007, 15.746, -24.822], [7.621, 16.997, -26.167], [10.318, 15.412, -25.627], [6.845, 13.327, -28.578], [7.844, 12.050, -28.745], [4.814, 13.988, -27.939], [8.123, 17.541, -26.733], [11.394, 14.963, -27.306], [6.255, 14.288, -26.845], [4.370, 13.667, -29.290], [7.658, 15.645, -27.278], [10.814, 13.708, -27.758], [6.096, 13.033, -26.114], [8.640, 14.603, -27.734], [6.671, 17.242, -26.384], [10.777, 15.780, -24.212]]
}

=====

{
  "formula": "H14O7",
  "method": "ωB97M-V/def2-TZVPD",
  "max_force_ev_per_a": 6.87,
  "smiles": "O.O.O.O.O.O.O",
  "relative_energy_kj_mol": 191.2,
  "spin_multiplicity": 1,
  "e_tot_ev": -14559.480,
  "symbols": ["O", "O", "O", "O", "O", "O", "O", "H", "H", "H", "H", "H", "H", "H", "H", "H", "H", "H", "H", "H", "H"],
  "coordinates": [[2.398, 1.605, 0.210], [-3.873, -0.705, -1.077], [1.032, -2.295, -0.831], [-1.056, -1.682, 1.084], [-0.100, 2.633, -0.882], [3.710, -0.754, 0.158], [-2.276, 1.143, 1.170], [-3.970, -0.337, -0.170], [-2.328, 1.693, 1.848], [-3.356, 0.050, -1.467], [0.415, -3.066, -0.746], [-0.397, 1.854, -1.451], [3.020, -1.422, 0.299], [-1.707, 1.696, 0.536], [3.268, 2.034, -0.044], [-1.982, -1.846, 1.312], [4.183, -1.067, -0.652], [-0.961, -0.766, 1.269], [0.778, 2.266, -0.531], [2.699, 0.709, 0.050], [0.503, -1.743, -0.084]]
}

=====

{
  "formula": "H14O7",
  "method": "ωB97M-V/def2-TZVPD",
  "max_force_ev_per_a": 6.95,
  "smiles": "O.O.O.O.O.O.O",
  "relative_energy_kj_mol": 491.7,
  "spin_multiplicity": 1,
  "e_tot_ev": -14556.365,
  "symbols": ["O", "O", "O", "O", "O", "O", "O", "H", "H", "H", "H", "H", "H", "H", "H", "H", "H", "H", "H", "H", "H"],
  "coordinates": [[-0.698, 1.148, 1.699], [-2.325, 2.561, -1.035], [-2.377, -2.226, -0.520], [4.701, 0.450, -0.087], [-0.811, -0.785, 1.784], [-0.015, 0.643, -1.081], [0.497, -2.140, -0.749], [-0.753, 1.554, 2.486], [-2.326, -1.256, -0.790], [3.856, 0.740, -0.365], [-0.318, -0.947, 0.978], [5.330, 0.973, -0.591], [-0.145, -0.843, 2.525], [0.616, 1.362, -1.216], [0.062, 0.079, -1.883], [-0.155, -2.545, -0.218], [-2.815, 2.272, -0.260], [0.197, 0.741, 1.649], [-1.587, -2.559, -0.967], [1.215, -2.691, -0.404], [-2.151, 3.468, -0.953]]
}

=====

{
  "formula": "H14O7",
  "method": "ωB97M-V/def2-TZVPD",
  "max_force_ev_per_a": 1.13,
  "smiles": "O.O.O.O.O.O.O",
  "relative_energy_kj_mol": 149.9,
  "spin_multiplicity": 1,
  "e_tot_ev": -14559.908,
  "symbols": ["O", "O", "O", "O", "O", "O", "O", "H", "H", "H", "H", "H", "H", "H", "H", "H", "H", "H", "H", "H", "H"],
  "coordinates": [[1.033, 0.500, 1.427], [-1.569, 2.318, -1.430], [3.895, 0.127, 0.089], [0.050, -0.452, -0.780], [-1.977, 0.084, 2.239], [-2.875, -0.026, -0.593], [2.011, -2.357, -1.580], [0.547, -0.033, 2.055], [2.045, -2.485, -2.528], [4.684, -0.173, 0.540], [-1.071, 2.173, -2.234], [3.201, -0.448, 0.412], [1.185, -1.898, -1.428], [1.875, 0.665, 1.852], [-3.487, -0.322, -1.267], [-1.807, 1.439, -1.133], [-2.095, 0.797, 1.612], [0.543, -0.098, -0.040], [-1.910, 0.519, 3.089], [-3.423, 0.139, 0.174], [-0.858, -0.470, -0.477]]
}

=====

{
  "formula": "H14O7",
  "method": "ωB97M-V/def2-TZVPD",
  "max_force_ev_per_a": 5.55,
  "smiles": "O.O.O.O.O.O.O",
  "relative_energy_kj_mol": 291.5,
  "spin_multiplicity": 1,
  "e_tot_ev": -14558.441,
  "symbols": ["O", "O", "O", "O", "O", "O", "O", "H", "H", "H", "H", "H", "H", "H", "H", "H", "H", "H", "H", "H", "H"],
  "coordinates": [[-4.295, -1.970, -0.650], [3.331, -2.675, 0.535], [-0.973, -2.139, 0.214], [-3.105, 3.788, 0.956], [1.505, 0.315, 1.816], [-0.237, 0.429, -0.937], [3.626, 2.920, -1.216], [0.807, 0.870, 1.486], [-4.159, -2.881, -0.364], [-2.847, 2.950, 0.745], [3.802, -2.621, 1.277], [-0.048, -2.028, 0.013], [-3.773, 3.796, 1.615], [0.179, -0.371, -1.375], [-3.682, -2.067, -1.473], [1.570, -0.492, 1.259], [3.908, -2.976, -0.154], [3.400, 2.370, -0.513], [-1.536, -1.404, -0.208], [2.717, 2.968, -1.599], [-0.190, 1.219, -1.428]]
}

=====

{
  "formula": "H14O7",
  "method": "ωB97M-V/def2-TZVPD",
  "max_force_ev_per_a": 2.78,
  "smiles": "O.O.O.O.O.O.O",
  "relative_energy_kj_mol": 175.7,
  "spin_multiplicity": 1,
  "e_tot_ev": -14559.640,
  "symbols": ["O", "O", "O", "O", "O", "O", "O", "H", "H", "H", "H", "H", "H", "H", "H", "H", "H", "H", "H", "H", "H"],
  "coordinates": [[0.480, 2.114, 1.297], [-0.217, -0.402, 0.344], [-2.440, -0.479, -2.069], [2.165, -0.296, 2.127], [0.388, 0.526, -2.993], [-1.366, 0.999, 3.124], [0.965, -1.824, -1.605], [1.593, -2.214, -0.988], [3.052, -0.176, 1.826], [-0.111, 2.053, 2.085], [0.583, -0.422, -2.975], [0.490, 0.756, -3.931], [0.009, -0.967, -0.352], [-1.018, -0.705, 0.792], [1.165, -2.238, -2.463], [-2.351, 1.037, 3.254], [-2.469, -0.213, -1.163], [0.296, 1.349, 0.691], [1.620, 0.304, 1.608], [-0.956, 0.683, 3.950], [-1.879, 0.115, -2.558]]
}

=====

{
  "formula": "H14O7",
  "method": "ωB97M-V/def2-TZVPD",
  "max_force_ev_per_a": 5.25,
  "smiles": "O.O.O.O.O.O.O",
  "relative_energy_kj_mol": 294.7,
  "spin_multiplicity": 1,
  "e_tot_ev": -14558.407,
  "symbols": ["O", "O", "O", "O", "O", "O", "O", "H", "H", "H", "H", "H", "H", "H", "H", "H", "H", "H", "H", "H", "H"],
  "coordinates": [[3.342, 2.041, 1.057], [3.639, -1.422, 0.334], [-1.339, 3.690, -1.696], [0.210, -0.157, -0.149], [-3.744, 0.594, 2.756], [-2.580, -1.203, -0.936], [-0.516, -3.509, -0.698], [-3.322, -0.216, 3.082], [3.654, -0.631, 0.782], [-2.398, -0.300, -0.833], [-1.928, -1.606, -1.546], [-0.053, -3.143, 0.021], [-0.465, -0.419, -0.664], [3.722, 2.369, 0.226], [-0.750, 4.351, -2.046], [-0.214, -3.090, -1.533], [2.740, -1.804, 0.320], [0.560, -0.913, 0.344], [-1.054, 2.922, -2.258], [-3.569, 0.674, 1.836], [4.065, 1.770, 1.600]]
}

=====

{
  "formula": "H14O7",
  "method": "ωB97M-V/def2-TZVPD",
  "max_force_ev_per_a": 5.02,
  "smiles": "O.O.O.O.O.O.O",
  "relative_energy_kj_mol": 160.6,
  "spin_multiplicity": 1,
  "e_tot_ev": -14559.797,
  "symbols": ["O", "O", "O", "O", "O", "O", "O", "H", "H", "H", "H", "H", "H", "H", "H", "H", "H", "H", "H", "H", "H"],
  "coordinates": [[1.884, 0.970, -0.853], [0.381, 2.956, 0.083], [-2.063, 1.727, 0.231], [1.283, -1.669, -0.555], [-1.269, -2.576, -0.104], [3.263, -0.690, 1.001], [-3.000, -0.696, 0.207], [-2.308, 2.652, 0.805], [-2.016, -1.970, -0.201], [-3.782, -0.633, -0.337], [0.991, 2.212, -0.239], [0.106, 3.438, -0.902], [0.266, -1.876, -0.510], [2.862, -0.413, 1.854], [-1.096, 1.917, 0.084], [1.604, -2.347, -1.134], [-1.234, -2.793, 0.860], [2.590, -1.255, 0.590], [-2.561, 0.176, 0.395], [2.738, 0.694, -0.426], [1.360, 0.176, -0.851]]
}

=====

{
  "formula": "H14O7",
  "method": "ωB97M-V/def2-TZVPD",
  "max_force_ev_per_a": 9.83,
  "relative_energy_kj_mol": 787.2,
  "spin_multiplicity": 1,
  "e_tot_ev": -14553.303,
  "symbols": ["O", "O", "O", "O", "O", "O", "O", "H", "H", "H", "H", "H", "H", "H", "H", "H", "H", "H", "H", "H", "H"],
  "coordinates": [[0.591, -1.380, -1.148], [-1.714, 0.396, -2.264], [1.414, 0.163, 1.842], [-0.099, 0.530, -0.275], [-0.233, 2.380, -1.364], [-0.778, -2.279, 0.113], [-0.366, -0.223, 2.774], [-1.700, 0.969, -1.497], [-0.272, 1.480, -1.040], [-0.412, 0.082, 3.680], [-2.394, 0.765, -2.827], [1.555, 1.107, 1.766], [0.442, -0.160, -0.657], [0.414, -1.250, -2.080], [-0.173, 0.294, 0.650], [1.540, -1.490, -1.098], [-0.234, -2.403, 0.890], [-0.210, -1.821, -0.507], [0.426, 0.184, 2.424], [2.063, -0.224, 1.255], [0.142, 2.880, -0.639]]
}

=====

{
  "formula": "H14O7",
  "method": "ωB97M-V/def2-TZVPD",
  "max_force_ev_per_a": 2.49,
  "smiles": "O.O.O.O.O.O.O",
  "relative_energy_kj_mol": 168.9,
  "spin_multiplicity": 1,
  "e_tot_ev": -14559.711,
  "symbols": ["O", "O", "O", "O", "O", "O", "O", "H", "H", "H", "H", "H", "H", "H", "H", "H", "H", "H", "H", "H", "H"],
  "coordinates": [[18.596, -37.137, 15.098], [14.544, -38.192, 18.164], [16.873, -37.028, 17.233], [15.756, -38.377, 14.812], [15.615, -34.717, 16.647], [21.029, -36.010, 15.544], [17.949, -35.112, 18.686], [16.469, -38.940, 14.473], [18.268, -36.350, 14.715], [14.275, -38.150, 19.046], [17.537, -36.951, 16.547], [17.386, -34.334, 18.859], [15.973, -38.243, 15.770], [15.400, -37.805, 18.008], [17.185, -36.362, 17.842], [15.352, -34.661, 15.735], [21.560, -36.409, 14.849], [20.196, -36.491, 15.569], [15.846, -35.620, 16.857], [18.415, -37.700, 14.322], [18.820, -34.786, 18.544]]
}

=====

{
  "formula": "H14O7",
  "method": "ωB97M-V/def2-TZVPD",
  "max_force_ev_per_a": 2.15,
  "relative_energy_kj_mol": 66.5,
  "spin_multiplicity": 2,
  "e_tot_ev": -14549.319,
  "s2": 0.76,
  "total_charge": 1,
  "symbols": ["O", "O", "O", "O", "O", "O", "O", "H", "H", "H", "H", "H", "H", "H", "H", "H", "H", "H", "H", "H", "H"],
  "coordinates": [[-1.919, 1.252, -1.138], [1.367, -0.051, -2.629], [1.447, 1.341, 0.720], [-0.148, -0.658, 3.713], [0.336, -2.536, -1.450], [-0.957, 2.631, 1.128], [-0.184, -0.834, 0.774], [-0.156, 2.169, 0.879], [0.671, 0.139, -3.258], [-0.032, -1.271, -0.065], [-1.587, 0.636, -0.485], [0.508, -0.174, 0.829], [1.156, -0.923, -2.294], [0.389, -2.834, -2.358], [2.189, 1.250, 1.318], [-0.379, -0.524, 2.794], [-2.143, 0.706, -1.892], [-0.967, -0.928, 4.129], [-1.547, 2.506, 0.385], [1.847, 1.423, -0.146], [0.109, -3.321, -0.952]]
}

=====

{
  "formula": "H14S7",
  "method": "ωB97M-V/def2-TZVPD",
  "max_force_ev_per_a": 1.71,
  "relative_energy_kj_mol": 23.2,
  "spin_multiplicity": 2,
  "e_tot_ev": -76063.293,
  "s2": 0.76,
  "total_charge": 1,
  "symbols": ["S", "S", "S", "S", "S", "S", "S", "H", "H", "H", "H", "H", "H", "H", "H", "H", "H", "H", "H", "H", "H"],
  "coordinates": [[-1.156, 3.236, 1.605], [1.255, 2.488, -2.888], [3.913, 0.329, 1.391], [-3.655, 0.327, -0.366], [-0.660, -3.535, 0.172], [-0.329, -0.327, 2.018], [1.049, -1.673, -1.936], [-3.664, -0.995, -0.105], [0.565, 0.577, 1.527], [-2.414, 2.948, 1.940], [0.782, 3.609, -3.502], [4.123, -0.977, 1.462], [4.576, 0.602, 2.485], [0.519, -2.803, -2.389], [-1.531, 3.908, 0.472], [-1.473, -3.357, 1.205], [0.075, 2.525, -2.310], [0.500, -1.296, 1.831], [0.325, -4.359, 0.606], [-4.973, 0.437, -0.602], [2.172, -1.665, -2.616]]
}